{
  "formula": "C21H14NO10S2Tc",
  "method": "ωB97M-V/def2-TZVPD",
  "total_energy_ha": -2493.2391,
  "lumo_energy_ev": [1.227, 1.706],
  "multiplicity": 2,
  "gap_ev": [7.3, 7.5],
  "total_charge": -1,
  "symbols": ["Tc", "O", "C", "C", "C", "N", "C", "C", "C", "O", "O", "C", "O", "O", "H", "H", "H", "O", "C", "O", "C", "C", "C", "C", "C", "C", "S", "H", "H", "H", "H", "C", "C", "C", "C", "C", "C", "C", "S", "O", "O", "O", "H", "H", "H", "H", "H", "H", "H"],
  "xyz": [[-0.682, 1.257, -0.352], [-5.163, -1.997, -2.895], [-4.223, -1.144, -2.415], [-3.145, -0.719, -3.187], [-2.232, 0.117, -2.593], [-2.374, 0.521, -1.341], [-3.390, 0.103, -0.594], [-4.363, -0.722, -1.098], [-3.232, 0.529, 0.832], [-4.109, 0.465, 1.645], [-2.019, 1.044, 1.049], [-0.946, 0.616, -3.181], [-0.689, 0.530, -4.353], [-0.188, 1.194, -2.260], [-4.888, -2.325, -3.760], [-2.986, -1.048, -4.206], [-5.167, -1.072, -0.467], [-1.572, 5.262, 0.083], [-0.850, 4.305, -0.125], [-1.322, 3.153, -0.505], [0.652, 4.515, -0.062], [1.092, 5.814, -0.304], [2.437, 6.138, -0.315], [3.379, 5.149, -0.062], [2.959, 3.858, 0.207], [1.603, 3.526, 0.206], [1.253, 1.830, 0.579], [0.334, 6.565, -0.482], [2.750, 7.154, -0.518], [4.436, 5.381, -0.070], [3.684, 3.081, 0.417], [3.666, -4.865, 3.323], [2.631, -4.164, 2.480], [2.410, -2.796, 2.599], [1.454, -2.150, 1.829], [0.705, -2.880, 0.918], [0.916, -4.246, 0.778], [1.873, -4.877, 1.557], [-0.605, -2.142, -0.017], [-0.732, -2.913, -1.229], [-1.768, -2.070, 0.838], [-0.070, -0.775, -0.302], [4.142, -4.175, 4.020], [4.450, -5.306, 2.704], [3.219, -5.673, 3.904], [2.999, -2.223, 3.307], [1.298, -1.083, 1.928], [0.336, -4.799, 0.052], [2.037, -5.943, 1.442]],
  "atomic_forces_ev_per_a": [[0.512, 0.201, 0.343], [0.092, -0.006, -0.088], [-0.190, -0.130, -0.099], [-0.042, 0.015, -0.077], [-0.039, 0.039, 0.213], [-0.357, -0.525, -0.053], [0.207, -0.069, -0.214], [-0.042, 0.062, 0.051], [0.487, 0.606, 0.260], [-0.124, -0.186, 0.186], [-0.401, -0.273, -0.248], [0.303, 0.492, 0.351], [0.144, -0.120, -0.207], [-0.357, -0.260, -0.318], [-0.034, 0.056, 0.067], [-0.005, -0.007, 0.006], [-0.003, -0.018, -0.012], [-0.021, 0.084, 0.076], [-0.017, -0.085, -0.211], [-0.002, 0.033, 0.004], [-0.006, -0.170, 0.020], [-0.030, 0.071, -0.007], [-0.020, -0.061, 0.009], [-0.015, -0.032, 0.006], [0.026, 0.074, 0.012], [0.017, 0.035, 0.129], [-0.062, -0.060, -0.225], [0.016, -0.007, -0.003], [-0.004, 0.002, -0.006], [0.004, 0.004, 0.008], [-0.006, 0.000, 0.007], [-0.001, 0.029, -0.004], [0.030, 0.016, 0.041], [0.042, 0.004, 0.024], [-0.082, -0.017, -0.096], [0.004, -0.222, 0.146], [0.085, 0.057, 0.042], [-0.017, -0.050, -0.041], [-0.146, 0.547, -0.162], [-0.093, -0.107, 0.024], [-0.025, -0.166, -0.020], [0.273, 0.113, 0.123], [-0.015, 0.014, -0.007], [-0.011, 0.006, -0.027], [-0.018, 0.006, -0.008], [-0.008, 0.006, 0.001], [-0.028, -0.018, -0.018], [-0.016, 0.010, -0.001], [-0.006, 0.006, 0.004]],
  "lowdin_charge": [1.4021, 0.0779, -0.2640, 0.0886, -0.1562, 0.0328, -0.1566, 0.1012, -0.5259, 0.1255, -0.1781, -0.5189, 0.1084, -0.1722, 0.1130, 0.1362, 0.1431, 0.0570, -0.5728, -0.1901, -0.1369, -0.0277, -0.0864, -0.0968, -0.1373, -0.5464, 0.7053, 0.1147, 0.0962, 0.0967, 0.0897, -0.0602, -0.2819, -0.0400, -0.0389, -0.2607, -0.0509, -0.0481, 0.4920, -0.3100, -0.2869, -0.4880, 0.0691, 0.0769, 0.0765, 0.1082, 0.0999, 0.1107, 0.1102]
}